(1)
{"formula": "C35H77BrF5N6O6P", "method": "wB97M-V/def2-TZVPD", "species": ["C", "C", "Br", "C", "P", "C", "F", "F", "C", "C", "C", "C", "C", "C", "F", "F", "F", "C", "H", "H", "H", "H", "H", "H", "H", "H", "H", "H", "H", "C", "O", "C", "C", "C", "N", "H", "H", "H", "H", "H", "H", "H", "H", "H", "H", "H", "C", "O", "C", "C", "C", "N", "H", "H", "H", "H", "H", "H", "H", "H", "H", "H", "H", "C", "O", "C", "C", "C", "N", "H", "H", "H", "H", "H", "H", "H", "H", "H", "H", "H", "C", "O", "C", "C", "C", "N", "H", "H", "H", "H", "H", "H", "H", "H", "H", "H", "H", "C", "O", "C", "C", "C", "N", "H", "H", "H", "H", "H", "H", "H", "H", "H", "H", "H", "C", "O", "C", "C", "C", "N", "H", "H", "H", "H", "H", "H", "H", "H", "H", "H", "H"], "xyz": [[0.09, -2.30, -3.03], [-0.01, -3.60, -3.86], [0.46, -3.27, -5.74], [-1.43, -4.21, -3.75], [-1.46, -5.46, -2.37], [-2.16, -7.06, -3.06], [-3.18, -6.78, -3.94], [-2.65, -7.78, -2.01], [-1.14, -7.92, -3.78], [-0.84, -9.19, -3.35], [0.09, -9.95, -4.03], [0.68, -9.46, -5.17], [0.38, -8.20, -5.63], [1.00, -7.68, -6.90], [2.34, -7.71, -6.89], [0.66, -6.40, -7.14], [0.54, -8.42, -7.94], [-0.53, -7.44, -4.92], [0.82, -1.61, -3.47], [-0.88, -1.82, -2.88], [0.51, -2.58, -2.06], [0.69, -4.32, -3.45], [-2.12, -3.38, -3.54], [-1.78, -4.67, -4.68], [-2.50, -4.99, -1.52], [-1.31, -9.62, -2.47], [0.31, -10.96, -3.69], [1.39, -10.10, -5.69], [-0.76, -6.45, -5.30], [-2.20, -1.21, 0.74], [-1.26, -0.65, -0.17], [-1.70, 0.53, -0.82], [-1.55, 1.82, 0.01], [-2.61, 1.97, 1.10], [-0.23, 1.91, 0.62], [-3.23, -1.08, 0.39], [-2.08, -0.79, 1.73], [-1.99, -2.28, 0.81], [-1.06, 0.63, -1.70], [-2.73, 0.41, -1.19], [-1.67, 2.66, -0.68], [-2.42, 1.34, 1.96], [-2.64, 3.00, 1.45], [-3.61, 1.73, 0.71], [0.48, 1.91, -0.11], [-0.06, 1.04, 1.12], [0.65, -1.04, 4.43], [1.45, -0.22, 3.60], [1.51, 1.14, 3.96], [2.50, 1.46, 5.09], [2.00, 1.06, 6.48], [3.81, 0.83, 4.87], [-0.23, -0.49, 4.81], [1.23, -1.43, 5.26], [0.30, -1.88, 3.84], [1.85, 1.67, 3.06], [0.51, 1.53, 4.19], [2.64, 2.55, 5.10], [2.08, -0.01, 6.66], [2.59, 1.56, 7.25], [0.96, 1.36, 6.62], [4.19, 1.17, 3.99], [3.63, -0.16, 4.69], [-2.65, 5.23, 3.50], [-3.70, 4.55, 2.84], [-4.96, 4.61, 3.49], [-5.75, 5.90, 3.24], [-5.24, 7.10, 4.02], [-5.79, 6.24, 1.81], [-2.75, 5.18, 4.59], [-2.61, 6.28, 3.18], [-1.71, 4.76, 3.22], [-5.53, 3.77, 3.08], [-4.84, 4.41, 4.56], [-6.78, 5.71, 3.57], [-4.33, 7.52, 3.59], [-5.99, 7.89, 4.03], [-5.03, 6.83, 5.06], [-6.23, 5.49, 1.30], [-4.83, 6.24, 1.48], [5.20, 3.49, -3.40], [3.90, 4.04, -3.26], [2.89, 3.38, -4.00], [2.33, 2.11, -3.34], [3.26, 0.91, -3.44], [2.01, 2.34, -1.92], [5.37, 3.10, -4.41], [5.37, 2.71, -2.66], [5.92, 4.29, -3.21], [2.07, 4.11, -4.08], [3.23, 3.18, -5.03], [1.41, 1.85, -3.86], [4.09, 0.96, -2.74], [2.72, -0.01, -3.22], [3.67, 0.81, -4.45], [1.31, 3.08, -1.86], [2.83, 2.75, -1.48], [-4.25, 2.82, -3.62], [-3.39, 3.55, -2.76], [-2.60, 4.54, -3.40], [-3.33, 5.86, -3.67], [-4.30, 5.80, -4.85], [-4.05, 6.34, -2.49], [-3.80, 2.66, -4.61], [-5.21, 3.32, -3.71], [-4.42, 1.84, -3.16], [-1.78, 4.74, -2.72], [-2.15, 4.13, -4.32], [-2.56, 6.60, -3.92], [-5.23, 5.30, -4.59], [-4.57, 6.81, -5.17], [-3.86, 5.29, -5.70], [-3.39, 6.48, -1.73], [-4.63, 5.57, -2.16], [6.09, -5.44, 6.38], [5.82, -4.21, 7.04], [6.35, -3.06, 6.40], [5.50, -2.53, 5.23], [5.63, -3.35, 3.96], [4.08, -2.43, 5.60], [7.07, -5.43, 5.89], [5.31, -5.66, 5.64], [6.08, -6.23, 7.13], [6.38, -2.29, 7.17], [7.39, -3.23, 6.09], [5.87, -1.52, 5.01], [5.05, -4.28, 4.00], [5.24, -2.78, 3.11], [6.67, -3.60, 3.75], [3.99, -1.79, 6.39], [3.80, -3.33, 5.97]], "homo_lumo_gap_ha": 0.341, "smiles": "C[C@H](Br)CPC(F)(F)c1cccc(C(F)(F)F)c1.COC[C@@H](C)N.COC[C@@H](C)N.COC[C@@H](C)N.COC[C@@H](C)N.COC[C@@H](C)N.COC[C@@H](C)N"}


(2)
{"formula": "C35H78F18N6O9P2S2", "method": "wB97M-V/def2-TZVPD", "species": ["C", "C", "O", "N", "H", "H", "C", "H", "H", "H", "H", "H", "H", "C", "C", "O", "N", "H", "H", "C", "H", "H", "H", "H", "H", "H", "C", "C", "O", "N", "H", "H", "C", "H", "H", "H", "H", "H", "H", "C", "C", "C", "N", "C", "C", "C", "C", "C", "H", "H", "H", "H", "H", "H", "H", "H", "H", "H", "H", "H", "H", "H", "H", "H", "H", "H", "C", "C", "C", "N", "C", "C", "C", "C", "C", "H", "H", "H", "H", "H", "H", "H", "H", "H", "H", "H", "H", "H", "H", "H", "H", "H", "H", "C", "C", "C", "N", "C", "C", "C", "C", "C", "H", "H", "H", "H", "H", "H", "H", "H", "H", "H", "H", "H", "H", "H", "H", "H", "H", "H", "C", "F", "F", "F", "S", "O", "O", "O", "C", "F", "F", "F", "S", "O", "O", "O", "P", "F", "F", "F", "F", "F", "F", "P", "F", "F", "F", "F", "F", "F"], "xyz": [[-3.45, -5.16, 0.94], [-3.30, -3.82, 1.56], [-2.46, -2.95, 1.18], [-4.32, -3.41, 2.61], [-5.10, -2.89, 2.24], [-4.80, -4.21, 2.99], [-3.63, -2.66, 3.80], [-3.28, -5.96, 1.66], [-2.69, -5.32, 0.18], [-4.47, -5.28, 0.56], [-2.93, -3.32, 4.31], [-4.37, -2.41, 4.57], [-3.15, -1.78, 3.38], [-0.04, 4.30, -5.78], [-0.56, 4.91, -4.50], [-0.04, 4.84, -3.41], [-1.95, 5.52, -4.79], [-1.92, 5.99, -5.69], [-2.59, 4.74, -4.89], [-2.35, 6.39, -3.53], [-0.41, 4.63, -6.75], [-0.30, 3.24, -5.74], [1.04, 4.26, -5.70], [-3.12, 7.13, -3.76], [-1.54, 7.02, -3.15], [-2.62, 5.68, -2.75], [-1.97, 3.08, -0.99], [-2.11, 1.86, -0.20], [-1.67, 1.70, 0.90], [-2.39, 0.60, -1.03], [-3.30, 0.30, -0.70], [-2.54, 0.76, -2.02], [-1.39, -0.58, -0.75], [-2.18, 3.93, -0.34], [-2.84, 3.06, -1.64], [-1.00, 3.27, -1.45], [-1.82, -1.57, -0.89], [-0.99, -0.50, 0.26], [-0.58, -0.39, -1.45], [0.38, 4.91, 4.12], [1.54, 5.18, 3.17], [1.46, 4.30, 1.95], [2.51, 4.66, 0.82], [3.95, 4.42, 1.32], [2.22, 3.82, -0.39], [2.85, 4.58, -1.52], [2.82, 6.12, -1.16], [2.34, 6.11, 0.33], [-0.40, 5.62, 3.85], [0.60, 5.11, 5.17], [-0.07, 3.92, 4.02], [2.42, 5.04, 3.79], [1.66, 6.25, 3.02], [0.42, 4.38, 1.62], [1.60, 3.23, 2.08], [4.77, 4.50, 0.61], [4.02, 3.41, 1.73], [4.04, 5.20, 2.07], [2.61, 2.82, -0.24], [1.13, 3.78, -0.46], [3.83, 4.20, -1.83], [2.17, 4.21, -2.28], [3.83, 6.49, -1.28], [2.06, 6.58, -1.80], [2.85, 6.88, 0.91], [1.26, 6.22, 0.30], [0.79, -3.17, -2.02], [1.81, -4.30, -2.39], [1.08, -5.64, -1.96], [1.05, -6.80, -3.00], [0.46, -8.05, -2.36], [2.47, -7.13, -3.42], [2.40, -7.74, -4.85], [0.99, -7.34, -5.36], [0.36, -6.45, -4.32], [0.49, -3.22, -0.98], [-0.22, -3.12, -2.42], [1.29, -2.20, -2.10], [2.80, -4.12, -1.98], [1.94, -4.18, -3.46], [0.00, -5.53, -1.88], [1.63, -6.07, -1.12], [-0.56, -7.93, -1.99], [1.12, -8.38, -1.55], [0.51, -8.76, -3.18], [2.93, -7.71, -2.61], [2.85, -6.13, -3.59], [2.46, -8.83, -4.81], [3.18, -7.28, -5.45], [0.42, -8.23, -5.60], [1.01, -6.72, -6.25], [-0.65, -6.61, -3.97], [0.47, -5.42, -4.66], [0.15, 0.34, 3.49], [1.36, -0.51, 4.01], [1.12, -1.99, 4.14], [2.39, -2.80, 4.57], [3.52, -2.66, 3.53], [1.97, -4.28, 4.64], [2.94, -4.80, 5.74], [3.27, -3.74, 6.71], [2.85, -2.44, 6.02], [-0.10, -0.08, 2.52], [0.42, 1.38, 3.34], [-0.76, 0.34, 4.09], [1.74, -0.18, 4.98], [2.04, -0.32, 3.18], [0.92, -2.58, 3.25], [0.44, -2.10, 4.98], [3.26, -3.10, 2.57], [4.33, -3.24, 3.97], [3.70, -1.59, 3.57], [2.04, -4.82, 3.69], [0.95, -4.26, 5.01], [3.88, -5.15, 5.32], [2.64, -5.69, 6.29], [4.33, -3.76, 6.97], [2.86, -3.92, 7.70], [3.76, -1.85, 6.10], [2.10, -2.00, 6.67], [-3.27, 0.79, -6.01], [-2.36, 1.34, -6.79], [-4.46, 1.29, -6.46], [-3.21, -0.51, -6.17], [-2.84, 1.46, -4.26], [-2.92, 2.94, -4.40], [-3.85, 0.84, -3.45], [-1.50, 0.93, -3.87], [-2.53, 8.36, 0.84], [-1.48, 9.08, 1.16], [-3.22, 8.08, 1.90], [-3.29, 9.01, -0.03], [-1.97, 6.65, 0.12], [-3.26, 6.13, -0.34], [-0.97, 7.04, -0.94], [-1.46, 5.93, 1.34], [-5.45, -0.13, 1.18], [-4.67, -1.21, 0.38], [-6.86, -0.62, 0.57], [-5.59, -1.20, 2.33], [-6.22, 1.00, 2.04], [-3.99, 0.24, 1.67], [-5.30, 0.81, -0.10], [2.78, -0.30, 0.04], [2.03, 0.88, 0.79], [3.83, 0.73, -0.62], [3.85, -0.59, 1.29], [3.71, -1.45, -0.55], [1.69, -1.40, 0.68], [1.89, -0.22, -1.23]], "total_charge": 3, "multiplicity": 2, "homo_lumo_gap_ha": [0.326, 0.135], "s2": 0.7571}